Record 1
{"formula": "C25H20CeCl3N6O4S", "method": "ωB97M-V/def2-TZVPD", "lumo_ev": [0.082, 0.081], "spin_multiplicity": 2, "homo_lumo_gap_ev": [7.14, 7.15], "fmax_ev_per_a": 2.56, "s_squared": 0.7507, "species": ["Ce", "Cl", "C", "C", "C", "Cl", "C", "O", "C", "Cl", "C", "H", "H", "C", "O", "C", "C", "C", "C", "C", "C", "N", "N", "C", "C", "C", "C", "O", "C", "N", "C", "C", "C", "C", "H", "H", "H", "H", "H", "H", "H", "H", "H", "H", "H", "H", "O", "S", "N", "C", "N", "C", "C", "N", "H", "H", "H", "H", "H", "H"], "coordinates": [[-0.94083, -1.71685, 1.50895], [-7.34120, 1.69822, 2.82721], [-5.76592, 1.24034, 2.29206], [-5.03465, 0.31717, 3.02088], [-3.78931, -0.04960, 2.55176], [-2.80849, -1.17860, 3.44961], [-3.21918, 0.43164, 1.35012], [-2.08037, 0.01710, 0.90476], [-4.00478, 1.41054, 0.68959], [-3.34851, 2.11369, -0.73328], [-5.24628, 1.80535, 1.13635], [-5.42560, -0.10833, 3.92856], [-5.80651, 2.54489, 0.58897], [-0.52123, 5.79586, -2.20372], [0.87836, 5.66039, -2.28934], [1.39837, 4.46277, -2.66560], [0.64826, 3.32325, -2.93668], [1.28010, 2.13948, -3.26132], [2.66957, 2.07938, -3.37341], [3.41600, 3.24969, -3.17668], [2.79328, 4.40950, -2.78556], [3.36442, 0.93530, -3.74199], [3.12023, -0.21193, -3.36880], [2.20829, -0.63005, -2.40008], [1.34666, -1.60511, -2.87077], [0.20437, -2.17190, -2.27317], [0.00522, -2.35529, -0.92431], [-1.04065, -2.80581, -0.34441], [1.36768, -0.64277, -0.06374], [0.88905, 0.00947, 1.00761], [1.30670, 1.26167, 1.22025], [2.30237, 1.83023, 0.44137], [2.72517, 1.18083, -0.70168], [2.12157, -0.02795, -1.09102], [-0.70375, 6.82489, -1.89352], [-0.94328, 5.11659, -1.45571], [-0.99902, 5.61857, -3.17311], [-0.42636, 3.34459, -2.86431], [0.68606, 1.25766, -3.45320], [4.49099, 3.19721, -3.27092], [3.36250, 5.29839, -2.55922], [1.47323, -1.83278, -3.92385], [-0.57763, -2.53451, -2.92467], [0.89111, 1.77659, 2.07649], [2.73301, 2.78151, 0.71338], [3.53132, 1.60151, -1.27851], [0.75486, -2.43795, 2.53823], [1.59216, -2.95658, 1.28119], [1.13811, -2.02911, -0.08606], [0.76611, -6.35643, 2.27647], [0.09907, -5.40370, 3.14306], [0.88481, -4.93035, 4.27053], [-0.79462, -4.59785, 2.67045], [-1.68523, -3.92318, 2.34573], [1.06002, -7.21895, 2.87717], [1.65745, -5.90423, 1.82907], [0.09474, -6.68219, 1.48409], [1.10957, -5.77175, 4.92766], [0.31881, -4.17915, 4.81756], [1.81383, -4.47142, 3.91951]], "lowdin_charge": [0.91, 0.67, -0.69, -0.12, -0.50, 0.83, -0.45, -0.27, -0.59, 0.72, -0.13, 0.11, 0.11, -0.08, -0.08, -0.27, 0.00, -0.01, -0.32, -0.03, 0.00, 0.07, 0.06, -0.23, -0.02, -0.01, -0.47, -0.16, -0.28, 0.05, -0.08, -0.03, 0.01, -0.06, 0.09, 0.09, 0.10, 0.10, 0.12, 0.12, 0.12, 0.12, 0.12, 0.12, 0.11, 0.11, -0.77, 0.97, -0.32, -0.03, -0.17, -0.03, -0.28, 0.12, 0.10, 0.08, 0.10, 0.10, 0.10, 0.09]}

Record 2
{"formula": "C34H53FN2O3P", "method": "ωB97M-V/def2-TZVPD", "total_charge": 1, "lumo_ev": -2.088, "homo_lumo_gap_ev": 7.52, "fmax_ev_per_a": 4.93, "species": ["C", "C", "C", "C", "C", "C", "C", "C", "O", "N", "O", "N", "C", "O", "C", "C", "C", "C", "C", "C", "C", "C", "F", "C", "H", "H", "H", "H", "H", "H", "H", "H", "H", "H", "H", "H", "H", "H", "H", "H", "H", "C", "C", "C", "C", "P", "C", "C", "C", "C", "C", "C", "C", "C", "C", "C", "C", "C", "H", "H", "H", "H", "H", "H", "H", "H", "H", "H", "H", "H", "H", "H", "H", "H", "H", "H", "H", "H", "H", "H", "H", "H", "H", "H", "H", "H", "H", "H", "H", "H", "H", "H", "H", "H"], "coordinates": [[-0.83007, 10.06280, 1.49867], [-1.88875, 10.05911, 0.26995], [-2.79191, 11.28177, -0.05836], [-3.72856, 11.16526, -1.28313], [-3.80894, 9.87388, -2.17770], [-2.92040, 8.61885, -1.84065], [-3.04493, 7.31763, -2.77010], [-2.85286, 5.93003, -1.92744], [-3.69854, 6.17700, -0.78038], [-3.33135, 5.44505, 0.29661], [-4.27125, 5.34290, 1.03692], [-1.37870, 5.82765, -1.75967], [-0.77361, 5.07917, -2.89516], [0.20035, 5.37003, -3.61764], [-1.75660, 3.76983, -2.95016], [-1.26722, 3.00832, -1.60374], [0.28823, 2.78167, -1.50089], [0.89850, 2.09866, -0.24439], [-0.08247, 1.66054, 0.88527], [-1.63771, 1.86804, 0.79727], [-2.23589, 2.55903, -0.48313], [-3.15000, 4.60210, -2.84240], [-4.33939, 3.87257, -2.50082], [-1.96835, 8.77002, -0.62730], [-0.17534, 10.99799, 1.48623], [-1.34438, 9.87578, 2.50833], [-0.16794, 9.13070, 1.31330], [-2.69290, 12.19396, 0.62460], [-4.38195, 12.07077, -1.54421], [-4.53563, 9.92203, -3.05059], [-4.10455, 7.23785, -3.23272], [-2.32192, 7.32321, -3.66226], [-1.00334, 5.63267, -0.82360], [-1.49480, 3.29830, -3.95555], [1.00689, 3.13187, -2.31425], [2.03722, 1.97708, -0.18209], [0.32994, 1.16431, 1.83595], [-2.34749, 1.54761, 1.64058], [-3.35727, 2.73073, -0.55865], [-3.33242, 5.10684, -3.86719], [-1.26482, 7.91994, -0.32004], [-0.09729, -8.48982, -0.41505], [0.86015, -8.11760, 0.70603], [0.25015, -7.15909, 1.72609], [0.13393, -5.69815, 1.27838], [1.59404, -4.67581, 1.30122], [2.35067, -4.90043, 2.93537], [1.53272, -4.71411, 4.21628], [1.16259, -3.28729, 4.63249], [2.31686, -2.29493, 4.63325], [1.14784, -2.95655, 1.23066], [0.45867, -2.31366, 0.02923], [1.28770, -2.12567, -1.22555], [2.66698, -1.53082, -1.00212], [2.93102, -5.16362, 0.22778], [2.95303, -5.16215, -1.30364], [1.71725, -5.67819, -2.04526], [1.95388, -7.01385, -2.73670], [-0.47592, -7.61095, -0.94269], [0.40287, -9.13354, -1.14314], [-0.95747, -9.04004, -0.02043], [1.77778, -7.70355, 0.28430], [1.15977, -9.03851, 1.22170], [0.84164, -7.21245, 2.64346], [-0.74816, -7.52298, 1.98699], [-0.56014, -5.21789, 1.97741], [-0.37413, -5.62904, 0.31259], [3.25767, -4.28993, 2.97454], [2.71469, -5.93474, 2.94304], [2.11351, -5.14886, 5.03757], [0.61213, -5.30345, 4.15421], [0.74416, -3.32594, 5.64438], [0.34930, -2.91027, 4.01017], [3.04107, -2.54332, 5.41293], [1.94128, -1.28792, 4.82967], [2.84303, -2.26020, 3.67725], [2.00580, -2.34867, 1.52958], [0.41465, -2.82933, 2.03141], [0.11173, -1.32147, 0.34066], [-0.44140, -2.88662, -0.21982], [0.73566, -1.48412, -1.91940], [1.36947, -3.08181, -1.73570], [2.58910, -0.48757, -0.68694], [3.23895, -1.56352, -1.93279], [3.24775, -2.07471, -0.25252], [3.23744, -6.16435, 0.55014], [3.77313, -4.52522, 0.52755], [3.83252, -5.73441, -1.62039], [3.17246, -4.14954, -1.64670], [1.44632, -4.96443, -2.83015], [0.85466, -5.73916, -1.38478], [2.66552, -6.90183, -3.55832], [1.01777, -7.38904, -3.15845], [2.34635, -7.76239, -2.04519]], "lowdin_charge": [-0.10, -0.19, -0.04, -0.07, -0.02, -0.14, -0.07, -0.36, -0.03, -0.02, 0.06, 0.08, -0.33, 0.09, -0.08, -0.11, -0.01, -0.07, -0.09, -0.04, -0.01, -0.13, -0.03, 0.01, 0.08, 0.08, 0.07, 0.10, 0.09, 0.09, 0.13, 0.13, 0.13, 0.16, 0.10, 0.09, 0.08, 0.09, 0.09, 0.16, 0.08, -0.10, -0.25, -0.22, -0.26, 1.00, -0.27, -0.22, -0.26, -0.10, -0.27, -0.21, -0.25, -0.09, -0.26, -0.22, -0.26, -0.10, 0.06, 0.08, 0.09, 0.08, 0.12, 0.10, 0.13, 0.11, 0.09, 0.10, 0.10, 0.12, 0.10, 0.12, 0.09, 0.09, 0.08, 0.05, 0.10, 0.09, 0.10, 0.12, 0.12, 0.07, 0.06, 0.09, 0.06, 0.10, 0.11, 0.12, 0.09, 0.11, 0.07, 0.09, 0.08, 0.07]}

Record 3
{"formula": "C31H38IrN4O3P2Se2", "method": "ωB97M-V/def2-TZVPD", "total_charge": 2, "lumo_ev": [-9.218, -9.170], "spin_multiplicity": 2, "homo_lumo_gap_ev": [3.98, 4.03], "fmax_ev_per_a": 3.25, "s_squared": 0.7884, "relative_energy_kj_mol": 555.16, "species": ["Ir", "Se", "P", "Se", "C", "C", "C", "C", "C", "C", "C", "C", "C", "C", "C", "C", "H", "H", "H", "H", "H", "H", "H", "H", "H", "H", "C", "C", "C", "C", "C", "C", "C", "C", "C", "C", "H", "H", "H", "H", "H", "H", "H", "C", "N", "C", "N", "C", "N", "C", "N", "C", "C", "H", "H", "H", "H", "H", "H", "H", "H", "H", "H", "H", "H", "C", "O", "P", "O", "C", "O", "C", "H", "H", "H", "H", "H", "H", "H", "H", "H"], "coordinates": [[0.32280, -0.20950, 0.06080], [-1.06100, 1.71820, 0.48560], [-4.32630, -0.12390, -0.53790], [-2.84620, -1.26950, 0.55920], [-3.67050, 0.27520, -2.19500], [-2.32880, 0.16910, -2.54920], [-1.91910, 0.54730, -3.81510], [-2.83550, 1.06010, -4.72110], [-4.17270, 1.17170, -4.37050], [-4.59100, 0.78450, -3.11170], [-5.67080, -1.32150, -0.86570], [-6.81990, -1.31830, -0.08670], [-7.77130, -2.30720, -0.27670], [-7.56730, -3.29020, -1.23170], [-6.43030, -3.26950, -2.02620], [-5.47630, -2.28390, -1.85300], [-1.59320, -0.23130, -1.84460], [-0.88100, 0.43990, -4.09160], [-2.50800, 1.37020, -5.70020], [-4.88990, 1.56920, -5.07220], [-5.63200, 0.87360, -2.83310], [-6.97500, -0.55160, 0.65960], [-8.66680, -2.31690, 0.32690], [-8.29140, -4.08150, -1.35530], [-6.27520, -4.03110, -2.77490], [-4.58800, -2.27000, -2.46940], [2.97490, 3.85550, 3.51300], [2.02300, 2.84000, 3.65830], [1.13610, 2.57890, 2.64420], [1.16110, 3.31730, 1.44930], [0.26990, 3.07180, 0.37350], [0.32380, 3.83760, -0.77610], [1.26700, 4.85560, -0.90610], [2.15020, 5.11210, 0.11530], [2.12040, 4.35690, 1.30430], [3.02720, 4.59740, 2.36010], [3.66010, 4.05840, 4.31920], [1.98490, 2.27300, 4.57550], [0.38090, 1.80870, 2.76560], [-0.37090, 3.64720, -1.58230], [1.29530, 5.43600, -1.81750], [2.88160, 5.90030, 0.01940], [3.76460, 5.37910, 2.24470], [1.46640, -2.96470, 1.26620], [1.93540, -4.32590, 1.24200], [0.80440, -5.23560, 1.35200], [-0.10080, -5.00950, 0.23310], [-0.58560, -3.65520, 0.25550], [0.52960, -2.67370, 0.14240], [1.26450, -3.00060, -1.10840], [1.73340, -4.36290, -1.13140], [2.63540, -4.58300, -0.00730], [0.60010, -5.27030, -1.01370], [2.33460, -2.31400, 1.16750], [0.94810, -2.77570, 2.21080], [0.28080, -5.04550, 2.29140], [1.16160, -6.26680, 1.33800], [-1.12250, -3.48800, 1.19400], [-1.27520, -3.50810, -0.58010], [2.13720, -2.34510, -1.17030], [0.60180, -2.83100, -1.96310], [3.49280, -3.91130, -0.09360], [2.98990, -5.61340, -0.01840], [0.95580, -6.30140, -1.02630], [-0.07330, -5.10700, -1.85670], [3.27240, -0.82320, -2.88060], [3.26300, 0.22130, -1.91920], [2.61900, 0.27860, -0.46020], [3.74530, -0.57460, 0.36740], [3.95100, -0.34250, 1.75840], [2.96620, 1.78960, -0.09950], [4.27490, 2.34050, -0.33120], [3.83050, -0.43860, -3.73340], [2.25740, -1.07380, -3.19560], [3.78110, -1.71010, -2.50220], [3.24740, -0.91910, 2.36220], [3.84570, 0.71510, 2.00600], [4.96620, -0.67140, 1.97730], [4.38810, 3.16310, 0.37410], [4.33870, 2.70930, -1.35350], [5.05930, 1.60090, -0.16980]], "lowdin_charge": [0.68, 0.90, 0.73, 0.42, -0.45, -0.16, -0.07, -0.05, -0.05, -0.09, -0.46, -0.09, -0.05, -0.05, -0.05, -0.10, 0.00, 0.11, 0.12, 0.12, 0.12, 0.11, 0.12, 0.12, 0.11, 0.11, -0.05, -0.05, -0.07, -0.23, -0.57, -0.11, -0.05, 0.00, -0.18, -0.01, 0.12, 0.12, 0.07, 0.11, 0.12, 0.13, 0.13, -0.19, -0.08, -0.14, -0.08, -0.23, -0.16, -0.21, -0.08, -0.14, -0.14, 0.08, 0.14, 0.14, 0.14, 0.10, 0.11, 0.07, 0.14, 0.14, 0.14, 0.14, 0.14, -0.07, -0.26, 0.66, -0.31, -0.08, -0.32, -0.04, 0.11, 0.09, 0.10, 0.08, 0.08, 0.11, 0.09, 0.10, 0.10]}

Record 4
{"formula": "C8H9NO", "method": "ωB97M-V/def2-TZVPD", "lumo_ev": 0.933, "homo_lumo_gap_ev": 10.08, "smiles": "C#C[C@@]1(OC)C=CCC=N1", "fmax_ev_per_a": 4.06, "relative_energy_kj_mol": 517.53, "species": ["C", "C", "C", "C", "C", "C", "C", "C", "N", "O", "H", "H", "H", "H", "H", "H", "H", "H", "H"], "coordinates": [[0.93392, -3.06431, 0.24369], [0.89887, -1.89557, -0.03290], [-1.57343, -0.05617, -0.98436], [-0.29915, 0.00703, -1.28668], [-0.93166, -0.06157, 1.33813], [-1.94739, -0.53025, 0.37828], [0.82946, -0.38662, -0.07512], [2.51322, 1.12331, 0.44163], [0.31391, 0.15408, 1.13412], [2.06587, 0.12266, -0.36327], [1.23851, -4.04108, 0.54204], [-2.32622, 0.08270, -1.79208], [0.18671, 0.55452, -2.14821], [-1.28920, 0.22452, 2.44325], [-2.93036, -0.20919, 0.58197], [-1.99944, -1.61366, 0.11776], [1.79313, 1.97057, 0.70892], [3.47080, 1.51131, -0.09956], [2.91254, 0.65137, 1.39447]], "lowdin_charge": [0.13, -0.02, -0.14, 0.03, -0.13, -0.17, -0.51, -0.16, 0.11, -0.13, 0.03, 0.12, 0.12, 0.16, 0.09, 0.14, 0.11, 0.12, 0.10]}

Record 5
{"formula": "CH2O2S", "method": "ωB97M-V/def2-TZVPD", "lumo_ev": -0.064, "homo_lumo_gap_ev": 9.59, "fmax_ev_per_a": 1.53, "relative_energy_kj_mol": 239.01, "species": ["C", "O", "O", "S", "H", "H"], "coordinates": [[0.79273, -0.09951, -0.37953], [-1.82521, -0.51869, -0.00263], [1.82548, 0.25919, 0.08478], [-0.90930, 0.61797, 0.04987], [0.63413, -0.90416, -1.11885], [-0.51784, 0.64519, 1.36636]], "lowdin_charge": [-0.40, -0.61, 0.03, 0.88, 0.10, 0.00]}

Record 6
{"formula": "C2H5N3OS", "method": "ωB97M-V/def2-TZVPD", "lumo_ev": 0.569, "homo_lumo_gap_ev": 8.83, "smiles": "[H]/N=C(\\N)ONC=S", "fmax_ev_per_a": 2.70, "relative_energy_kj_mol": 259.35, "species": ["C", "C", "H", "H", "H", "H", "H", "N", "N", "N", "O", "S"], "coordinates": [[0.43697, 0.82459, -0.42819], [-1.05689, -1.90930, 1.08415], [-0.42260, 1.18407, -2.19053], [0.92539, 2.17508, -1.90100], [1.94725, 1.68817, 0.18741], [0.48874, -0.63535, 1.44829], [-0.76609, -2.39555, 2.03425], [0.18705, 1.60163, -1.52654], [1.41172, 0.88124, 0.39383], [-0.35192, -0.81793, 0.89935], [-0.53223, -0.06688, -0.18244], [-2.26738, -2.52977, 0.18141]], "lowdin_charge": [-0.54, -0.74, 0.10, 0.11, 0.04, 0.14, 0.08, 0.17, 0.13, -0.07, 0.00, 0.58]}